A structure of composition C4H5NO2. Source: OMol25; level of theory: the ωB97M-V functional and the def2-TZVPD basis.

CARTESIAN COORDINATES (ANGSTROEM)
1 O 0.013 2.953 0.456
2 C 0.262 1.967 -0.189
3 C -0.317 0.614 0.129
4 C -0.890 -0.173 -0.994
5 N 0.598 -0.497 -0.142
6 C 0.485 -1.665 0.655
7 O 0.996 -2.705 0.351
8 H 0.913 1.988 -1.086
9 H -0.778 0.567 1.115
10 H 0.417 -0.615 -1.271
11 H -1.595 -0.922 -0.602
12 H -0.105 -1.512 1.578

Properties
Energy relative to the best compared isomer or geometry (same formula, charge and spin) ... 115.2 kcal/mol
Total energy ... -9809.3188 eV
Lowest unoccupied orbital energy ... 0.003 Ha
M ... 99.09 g mol⁻¹

Results of the natural (NBO) charge analysis, in e, for atoms 1 through 6: O -0.49; C 0.44; C -0.24; C -0.30; N -0.52; C 0.53

***

An isolated molecule of C4H5NO2. Source: OMol25; level of theory: the ωB97M-V functional and the def2-TZVPD basis.

CARTESIAN COORDINATES (ANGSTROEM)
1 C -0.978 -0.135 1.431
2 N -1.173 1.026 0.958
3 O -0.473 0.915 -0.432
4 C 0.219 -0.103 -0.363
5 C 0.957 -0.566 -1.527
6 C 1.662 0.117 -0.351
7 O -0.440 -1.143 0.533
8 H -1.435 -0.465 2.182
9 H 0.684 -1.605 -1.821
10 H 0.785 -0.036 -2.501
11 H 1.732 1.240 -0.541
12 H 2.575 -0.366 0.030

Properties
Energy relative to the best compared isomer or geometry (same formula, charge and spin) ... 131.8 kcal/mol
SMILES string ... C1=NOC2(CC2)O1
Total energy ... -9808.5984 eV
Lowest unoccupied orbital energy ... 0.035 Ha
M ... 99.09 g mol⁻¹

Results of the natural (NBO) charge analysis, in e, for atoms 1 through 6: C 0.32; N -0.13; O -0.38; C 0.48; C -0.46; C -0.48

***

An isolated molecule of C4H5NO2. Source: OMol25; level of theory: the ωB97M-V functional and the def2-TZVPD basis.

CARTESIAN COORDINATES (ANGSTROEM)
1 O -2.308 0.347 0.869
2 C -1.633 -0.297 0.110
3 C -0.388 0.260 -0.570
4 C 0.555 0.949 0.432
5 N 1.527 -0.099 0.760
6 C 1.360 -1.002 -0.107
7 O 0.380 -0.858 -1.042
8 H -1.855 -1.357 -0.139
9 H -0.671 0.878 -1.426
10 H 1.087 1.802 -0.006
11 H 0.012 1.295 1.315
12 H 1.936 -1.918 -0.196

Properties
Energy relative to the best compared isomer or geometry (same formula, charge and spin) ... 28.4 kcal/mol
SMILES string ... O=C[C@H]1CN=CO1
Total energy ... -9813.0834 eV
Lowest unoccupied orbital energy ... 0.025 Ha
M ... 99.09 g mol⁻¹

Results of the natural (NBO) charge analysis, in e, for atoms 1 through 6: O -0.50; C 0.42; C -0.05; C -0.28; N -0.45; C 0.37

***

An isolated molecule of C4H5NO2. Source: OMol25; level of theory: the ωB97M-V functional and the def2-TZVPD basis.

CARTESIAN COORDINATES (ANGSTROEM)
1 O -2.186 -1.350 1.492
2 C -1.527 -1.153 0.503
3 C -0.210 -0.416 0.537
4 C 0.965 -1.048 -0.113
5 N 0.041 0.400 -0.666
6 C 0.739 1.619 -0.551
7 O 1.202 2.202 -1.491
8 H -1.831 -1.528 -0.497
9 H -0.105 0.180 1.447
10 H 0.215 -0.175 -1.501
11 H 1.869 -0.564 0.290
12 H 0.798 1.974 0.495

Properties
Energy relative to the best compared isomer or geometry (same formula, charge and spin) ... 108.3 kcal/mol
Total energy ... -9809.6191 eV
Lowest unoccupied orbital energy ... 0.003 Ha
M ... 99.09 g mol⁻¹

Results of the natural (NBO) charge analysis, in e, for atoms 1 through 6: O -0.49; C 0.44; C -0.26; C -0.24; N -0.56; C 0.54

***

An isolated molecule of C4H5NO2. Source: OMol25; level of theory: the ωB97M-V functional and the def2-TZVPD basis.

CARTESIAN COORDINATES (ANGSTROEM)
1 N 0.470 1.226 1.366
2 C 0.619 0.196 0.388
3 C 1.640 0.139 -0.456
4 O 2.538 0.129 -1.204
5 C -0.475 -0.797 0.175
6 C -1.415 -0.613 -0.933
7 O -0.346 -1.550 -1.020
8 H 0.550 2.156 0.975
9 H 1.098 1.137 2.156
10 H -0.793 -1.371 1.048
11 H -1.306 0.277 -1.551
12 H -2.409 -1.054 -0.896

Properties
Energy relative to the best compared isomer or geometry (same formula, charge and spin) ... 64.1 kcal/mol
SMILES string ... NC(=C=O)[C@H]1CO1
Total energy ... -9811.5352 eV
Lowest unoccupied orbital energy ... 0.025 Ha
M ... 99.09 g mol⁻¹

Results of the natural (NBO) charge analysis, in e, for atoms 1 through 6: N -0.81; C -0.23; C 0.71; O -0.44; C 0.06; C -0.11

***

An isolated molecule of C4H5NO2. Source: OMol25; level of theory: the ωB97M-V functional and the def2-TZVPD basis.

CARTESIAN COORDINATES (ANGSTROEM)
1 C 0.173 1.478 -0.018
2 C -1.102 1.087 -0.208
3 O -1.697 -0.173 -0.027
4 C -0.712 -1.217 0.361
5 O 0.519 -1.195 -0.456
6 N 1.649 -0.565 -0.042
7 C 1.422 0.753 0.200
8 H 0.267 2.497 0.019
9 H -1.799 1.891 -0.044
10 H -1.107 -2.277 0.190
11 H -0.445 -1.086 1.434
12 H 2.276 1.273 0.553

Properties
Energy relative to the best compared isomer or geometry (same formula, charge and spin) ... 92.2 kcal/mol
SMILES string ... C1=COCON=C1
Total energy ... -9810.3157 eV
Lowest unoccupied orbital energy ... 0.010 Ha
M ... 99.09 g mol⁻¹

Results of the natural (NBO) charge analysis, in e, for atoms 1 through 6: C -0.39; C 0.19; O -0.50; C 0.18; O -0.41; N -0.08

***

A structure of composition C4H5NO2. Source: OMol25; level of theory: the ωB97M-V functional and the def2-TZVPD basis.

CARTESIAN COORDINATES (ANGSTROEM)
1 O -2.121 0.718 -0.395
2 C -1.436 -0.524 0.067
3 C -0.105 0.082 -0.140
4 N -0.505 1.332 -0.426
5 O 2.179 1.584 0.374
6 C 2.240 0.360 0.357
7 C 1.123 -0.485 0.060
8 H -2.350 0.706 -1.340
9 H -1.683 -0.591 1.129
10 H -1.704 -1.450 -0.449
11 H 3.178 -0.166 0.636
12 H 1.184 -1.565 0.128

Properties
Energy relative to the best compared isomer or geometry (same formula, charge and spin) ... 124.5 kcal/mol
Total energy ... -9808.9152 eV
Lowest unoccupied orbital energy ... -0.010 Ha
M ... 99.09 g mol⁻¹

Results of the natural (NBO) charge analysis, in e, for atoms 1 through 6: O -0.50; C -0.08; C 0.13; N -0.09; O -0.58; C 0.37

***

A structure of composition C4H5NO2. Source: OMol25; level of theory: the ωB97M-V functional and the def2-TZVPD basis.

CARTESIAN COORDINATES (ANGSTROEM)
1 C 0.440 0.715 0.266
2 C -0.192 -0.762 0.017
3 C -1.567 -0.659 -0.006
4 C -2.743 -0.165 -0.218
5 H 1.737 0.961 -1.133
6 H -0.367 1.547 -0.193
7 H 0.517 0.795 1.365
8 H 1.941 -0.306 0.210
9 H -3.896 0.302 0.020
10 N 0.487 -1.844 -0.095
11 O 1.839 0.846 -0.227
12 O 1.803 -1.431 -0.007

Properties
Energy relative to the best compared isomer or geometry (same formula, charge and spin) ... 170.5 kcal/mol
Total energy ... -9806.9224 eV
Lowest unoccupied orbital energy ... 0.010 Ha
M ... 99.09 g mol⁻¹

Results of the natural (NBO) charge analysis, in e, for atoms 1 through 6: C -0.16; C 0.00; C -0.06; C -0.25; H 0.50; H 0.24

***

An isolated molecule of C4H5NO2. Source: OMol25; level of theory: the ωB97M-V functional and the def2-TZVPD basis.

CARTESIAN COORDINATES (ANGSTROEM)
1 C 0.403 -1.439 -1.299
2 C -0.171 -0.773 -0.292
3 N -1.454 -0.997 0.042
4 O -2.243 -0.253 0.588
5 C 0.757 0.232 0.398
6 C -0.052 1.445 0.795
7 O 1.915 0.091 0.573
8 H -0.006 -2.082 -2.036
9 H 1.389 -1.570 -1.422
10 H -0.696 1.351 1.682
11 H 0.615 2.164 1.151
12 H -0.457 1.830 -0.179

Properties
Energy relative to the best compared isomer or geometry (same formula, charge and spin) ... 110.4 kcal/mol
SMILES string ... C=C(N=O)C(C)=O
Total energy ... -9809.5260 eV
Lowest unoccupied orbital energy (spin up / spin down) ... -0.044 / -0.044 Ha
M ... 99.09 g mol⁻¹

Results of the natural (NBO) charge analysis, in e, for atoms 1 through 6: C -0.21; C -0.10; N 0.09; O -0.26; C 0.58; C -0.74

***

An isolated molecule of C4H5NO2S. Source: OMol25; level of theory: the ωB97M-V functional and the def2-TZVPD basis.

CARTESIAN COORDINATES (ANGSTROEM)
1 N 2.035 -0.992 0.292
2 C 0.779 -1.020 -0.209
3 C -0.093 0.037 -0.354
4 C 0.405 1.368 -0.255
5 O 1.584 1.586 0.047
6 O -1.409 -0.250 -0.562
7 C -2.348 0.225 0.212
8 S -3.978 0.019 0.036
9 H 2.498 -0.076 0.482
10 H 2.651 -1.923 0.022
11 H 0.202 -2.020 -0.332
12 H -0.268 2.135 -0.559
13 H -2.058 0.910 1.179

Properties
Energy relative to the best compared isomer or geometry (same formula, charge and spin) ... 76.3 kcal/mol
SMILES string ... N/C=C(\C=O)OC=S
Total energy ... -20646.8714 eV
Lowest unoccupied orbital energy ... -0.002 Ha
M ... 131.16 g mol⁻¹

Results of the natural (NBO) charge analysis, in e, for atoms 1 through 6: N -0.77; C 0.10; C 0.00; C 0.34; O -0.60; O -0.46

***

A structure of composition C4H5NO2S. Source: OMol25; level of theory: the ωB97M-V functional and the def2-TZVPD basis.

CARTESIAN COORDINATES (ANGSTROEM)
1 C -1.097 1.044 -0.291
2 C -2.494 0.981 -0.268
3 C -0.599 -0.259 -0.137
4 C 0.788 -0.641 -0.193
5 N -3.054 -0.172 -0.170
6 O 1.029 -1.981 -0.151
7 O 1.697 -0.082 -0.901
8 S -1.929 -1.348 -0.070
9 H -0.476 1.784 -0.657
10 H -3.290 1.803 -0.549
11 H 1.350 -0.030 1.587
12 H 0.577 -2.430 0.627
13 H 2.419 -0.696 -0.946

Properties
Energy relative to the best compared isomer or geometry (same formula, charge and spin) ... 113.7 kcal/mol
Total energy ... -20645.2474 eV
Lowest unoccupied orbital energy (spin up / spin down) ... -0.019 / -0.019 Ha
M ... 131.16 g mol⁻¹

Results of the natural (NBO) charge analysis, in e, for atoms 1 through 6: C -0.27; C 0.02; C -0.32; C 0.65; N -0.60; O -0.72

***

An isolated molecule of C4H5NO2S. Source: OMol25; level of theory: the ωB97M-V functional and the def2-TZVPD basis.

CARTESIAN COORDINATES (ANGSTROEM)
1 C 2.795 -1.029 0.003
2 C 1.847 -0.102 -0.001
3 O 0.520 -0.516 0.017
4 C -0.421 0.420 -0.006
5 O -0.208 1.613 -0.013
6 C -1.837 -0.140 0.000
7 N -2.728 0.861 0.018
8 S -2.210 -1.729 -0.005
9 H 3.836 -0.733 -0.006
10 H 2.532 -2.083 0.006
11 H 1.983 0.971 -0.019
12 H -3.709 0.650 -0.018
13 H -2.402 1.816 0.022

Properties
Energy relative to the best compared isomer or geometry (same formula, charge and spin) ... 31.0 kcal/mol
SMILES string ... C=COC(=O)C(N)=S
Total energy ... -20648.8336 eV
Lowest unoccupied orbital energy ... -0.018 Ha
M ... 131.16 g mol⁻¹

Results of the natural (NBO) charge analysis, in e, for atoms 1 through 6: C -0.43; C 0.10; O -0.46; C 0.73; O -0.59; C -0.02